C12H28BN2O2P2Sm | the ωB97M-V functional and the def2-TZVPD basis

ORCA input file:
```
! RIJCOSX wB97M-V def2-TZVPD def2/J DEFGRID3
* xyz 0 6
C -0.270 -2.563 -2.946
C 0.172 -1.598 -2.027
N -0.538 -1.355 -0.885
C -1.684 -2.048 -0.623
C -2.175 -2.996 -1.530
C -1.458 -3.260 -2.703
C 1.401 -0.762 -2.275
P 2.075 -0.076 -0.680
Sm 0.108 0.205 0.463
P -1.984 -0.050 1.320
C -2.350 -1.783 0.708
O 1.058 1.979 -3.856
O 0.489 3.392 -1.594
H 0.314 -2.744 -3.852
H -3.101 -3.531 -1.302
H -1.821 -4.004 -3.420
C 3.248 -1.356 -0.064
C 3.163 1.317 -1.170
H -3.426 -2.028 0.677
H -1.874 -2.439 1.464
H 1.131 0.151 -2.861
H 2.148 -1.320 -2.868
C -2.282 -0.136 3.131
C -3.384 0.971 0.691
H 0.109 2.573 -1.153
H 0.997 3.805 -0.871
H 0.962 2.606 -3.089
H 0.152 1.949 -4.212
H 0.625 -0.879 1.632
H -0.467 1.338 -0.672
H 4.062 -1.550 -0.785
H 3.676 -1.009 0.892
H 2.681 -2.281 0.129
H 3.924 1.010 -1.907
H 2.524 2.109 -1.585
H 3.652 1.696 -0.256
H -4.364 0.610 1.050
H -3.229 2.012 1.023
H -3.351 0.956 -0.410
H -3.312 -0.448 3.377
H -1.551 -0.835 3.566
H -2.088 0.866 3.550
B 1.120 2.135 4.808
C 0.787 1.500 3.378
N 0.524 0.999 2.250
H 1.954 1.478 5.349
H 0.132 2.150 5.473
H 1.520 3.247 4.664
*
```

And the Löwdin charges, in e, turn out to be:
1. C -0.008
2. C -0.280
3. N -0.076
4. C -0.291
5. C -0.012
6. C -0.031
7. C -0.250
8. P 0.718
9. Sm 0.536
10. P 0.707
11. C -0.252
12. O -0.107
13. O -0.158
14. H 0.122
15. H 0.120
16. H 0.118
17. C -0.255
18. C -0.230
19. H 0.102
20. H 0.102
21. H 0.073
22. H 0.110
23. C -0.249
24. C -0.250
25. H -0.079
26. H 0.056
27. H -0.001
28. H 0.053
29. H -0.112
30. H -0.106
31. H 0.048
32. H 0.052
33. H 0.041
34. H 0.060
35. H 0.012
36. H 0.058
37. H 0.047
38. H 0.053
39. H 0.041
40. H 0.049
41. H 0.051
42. H 0.048
43. B -0.397
44. C -0.041
45. N -0.185
46. H 0.001
47. H -0.001
48. H -0.003

---

C28H36F12N4O8Si | the ωB97M-V functional and the def2-TZVPD basis

ORCA input file:
```
! RIJCOSX wB97M-V def2-TZVPD def2/J DEFGRID3
* xyz 0 1
C 8.566 -0.866 0.462
Si 7.720 -0.083 -0.999
C 7.416 1.734 -0.627
C 8.661 -0.264 -2.597
C 5.995 -0.865 -1.180
N 5.209 -0.405 -2.166
N 3.998 -0.880 -2.276
C 3.610 -1.804 -1.390
C 2.188 -2.281 -1.465
C 1.275 -1.324 -0.725
C 0.560 -0.345 -1.412
C -0.254 0.545 -0.723
C -0.360 0.470 0.653
C 0.344 -0.512 1.343
C 1.160 -1.398 0.655
N 4.393 -2.301 -0.433
N 5.610 -1.819 -0.327
H 9.584 -0.487 0.566
H 8.012 -0.580 1.362
H 8.570 -1.955 0.427
H 8.169 2.141 0.048
H 6.443 1.838 -0.137
H 7.369 2.323 -1.543
H 8.743 -1.306 -2.906
H 9.664 0.157 -2.482
H 8.159 0.298 -3.388
H 1.896 -2.340 -2.514
H 2.126 -3.272 -1.018
H 0.647 -0.294 -2.493
H -0.800 1.304 -1.270
H -0.991 1.168 1.189
H 0.278 -0.594 2.420
H 1.698 -2.167 1.201
C -2.132 2.592 6.946
C -1.120 1.571 6.477
O -1.759 0.497 5.743
C -2.065 0.762 4.488
O -1.854 1.766 3.875
C -2.745 -0.465 3.842
F -3.688 -0.982 4.631
F -1.831 -1.410 3.592
F -3.306 -0.105 2.692
H -2.907 2.113 7.544
H -1.635 3.344 7.558
H -2.605 3.096 6.104
H -0.639 1.074 7.316
H -0.352 2.019 5.848
C -5.460 2.122 3.505
C -6.435 3.214 3.132
O -7.087 3.760 4.303
C -6.379 4.620 5.013
O -5.269 5.007 4.800
C -7.224 5.122 6.207
F -7.815 4.106 6.842
F -8.175 5.954 5.767
F -6.457 5.773 7.072
H -5.965 1.345 4.081
H -5.043 1.675 2.605
H -4.641 2.523 4.100
H -7.250 2.830 2.523
H -5.947 4.022 2.588
C -2.877 -2.404 0.118
C -1.803 -3.348 -0.367
O -2.348 -4.391 -1.210
C -2.581 -4.058 -2.467
O -2.374 -3.009 -2.999
C -3.140 -5.282 -3.228
F -4.117 -5.879 -2.542
F -2.159 -6.174 -3.425
F -3.616 -4.913 -4.411
H -3.663 -2.952 0.640
H -2.436 -1.679 0.801
H -3.328 -1.863 -0.713
H -1.342 -3.879 0.463
H -1.024 -2.817 -0.912
C -0.307 -1.731 -7.278
C 1.094 -1.279 -6.931
O 1.269 0.136 -7.169
C 0.788 0.942 -6.238
O 0.228 0.634 -5.229
C 1.089 2.410 -6.615
F 0.775 2.656 -7.889
F 2.393 2.658 -6.447
F 0.397 3.235 -5.840
H -0.544 -1.475 -8.311
H -0.382 -2.812 -7.161
H -1.044 -1.264 -6.627
H 1.834 -1.753 -7.572
H 1.344 -1.495 -5.893
*
```

And the Löwdin charges, in e, turn out to be:
1. C -0.192
2. Si 0.527
3. C -0.178
4. C -0.185
5. C -0.349
6. N 0.061
7. N 0.109
8. C -0.321
9. C -0.092
10. C -0.249
11. C -0.030
12. C -0.067
13. C -0.089
14. C -0.084
15. C -0.049
16. N 0.104
17. N 0.059
18. H 0.033
19. H 0.035
20. H 0.030
21. H 0.029
22. H 0.031
23. H 0.030
24. H 0.031
25. H 0.033
26. H 0.032
27. H 0.115
28. H 0.118
29. H 0.108
30. H 0.109
31. H 0.098
32. H 0.094
33. H 0.116
34. C -0.053
35. C -0.182
36. O 0.039
37. C -0.416
38. O 0.160
39. C -0.553
40. F 0.175
41. F 0.161
42. F 0.155
43. H 0.086
44. H 0.086
45. H 0.073
46. H 0.126
47. H 0.126
48. C -0.057
49. C -0.179
50. O 0.036
51. C -0.407
52. O 0.169
53. C -0.554
54. F 0.168
55. F 0.169
56. F 0.175
57. H 0.092
58. H 0.078
59. H 0.068
60. H 0.127
61. H 0.128
62. C -0.045
63. C -0.179
64. O 0.038
65. C -0.409
66. O 0.169
67. C -0.553
68. F 0.169
69. F 0.164
70. F 0.173
71. H 0.087
72. H 0.053
73. H 0.085
74. H 0.129
75. H 0.106
76. C -0.056
77. C -0.188
78. O 0.036
79. C -0.404
80. O 0.162
81. C -0.554
82. F 0.168
83. F 0.169
84. F 0.175
85. H 0.084
86. H 0.083
87. H 0.078
88. H 0.125
89. H 0.121

---

HO3P2S2 | the ωB97M-V functional and the def2-TZVPD basis

ORCA input file:
```
! RIJCOSX wB97M-V def2-TZVPD def2/J DEFGRID3
* xyz -1 1
O -0.540 1.716 -2.126
P -0.132 0.594 -1.288
S 1.694 1.349 -0.142
P -0.064 1.484 0.923
O -0.356 -0.081 1.805
S 0.346 -1.472 1.301
O -0.593 -2.057 0.144
H -0.355 -1.533 -0.617
*
```

And the Löwdin charges, in e, turn out to be:
1. O -0.671
2. P 0.308
3. S -0.027
4. P 0.314
5. O -0.964
6. S 0.685
7. O -0.514
8. H -0.132

---

C2H4ClF2N | the ωB97M-V functional and the def2-TZVPD basis

ORCA input file:
```
! RIJCOSX wB97M-V def2-TZVPD def2/J DEFGRID3
* xyz 0 1
C -2.383 -0.258 0.109
C 1.672 0.248 0.370
N 0.874 -0.067 -0.694
F -3.331 0.435 0.616
F 1.278 -0.450 1.455
Cl 1.774 -0.341 -2.050
H -1.919 0.159 -0.777
H -2.303 -1.286 0.334
H 2.812 0.194 0.035
H 1.526 1.365 0.602
*
```

And the Löwdin charges, in e, turn out to be:
1. C -0.089
2. C -0.481
3. N -0.420
4. F -0.006
5. F -0.006
6. Cl 0.668
7. H 0.037
8. H 0.038
9. H 0.115
10. H 0.145

---

C44H45BrCl2FeN4O4PS3Te | the ωB97M-V functional and the def2-TZVPD basis

ORCA input file:
```
! RIJCOSX wB97M-V def2-TZVPD def2/J DEFGRID3
* xyz 0 6
Fe -2.157 -0.211 -0.667
Cl -9.352 -1.203 -0.357
C -7.749 -0.717 -0.211
C -7.311 0.109 0.822
C -5.979 0.530 0.966
Cl -5.783 1.812 2.038
C -4.937 -0.115 0.195
O -3.688 0.198 0.434
C -5.370 -1.068 -0.856
C -4.442 -1.776 -1.664
O -3.185 -1.646 -1.787
C -6.774 -1.290 -1.077
H -8.092 0.505 1.486
H -4.987 -2.547 -2.315
H -7.158 -1.887 -1.916
Te -3.004 -0.179 3.903
C -2.087 -1.328 5.369
C -0.783 -0.885 5.713
C -0.199 -1.625 6.756
C -0.961 -2.745 7.099
S -2.480 -2.769 6.279
H -0.376 0.057 5.327
H 0.801 -1.482 7.149
H -0.702 -3.535 7.834
C 3.920 1.751 -5.033
C 3.402 0.317 -5.255
N 2.128 0.043 -4.544
C 2.029 -1.345 -4.136
C 3.021 -1.703 -3.037
C 1.089 0.812 -5.033
O 1.189 1.608 -5.995
C -0.172 0.891 -4.276
C -1.227 1.503 -4.970
C -2.401 1.877 -4.316
C -2.531 1.449 -2.991
N -1.588 0.718 -2.372
C -0.391 0.477 -2.949
H 5.019 1.771 -5.121
H 3.674 2.138 -4.002
H 3.479 2.400 -5.792
H 4.152 -0.406 -4.886
H 3.241 0.084 -6.352
H 2.048 -1.959 -5.016
H 1.039 -1.560 -3.703
H 4.056 -1.812 -3.357
H 2.795 -2.721 -2.653
H 2.990 -0.926 -2.212
H -0.980 1.829 -6.013
H -3.176 2.458 -4.775
H -3.401 1.718 -2.391
H 0.383 0.019 -2.333
Br -3.417 7.103 -1.485
C -2.836 5.415 -0.941
C -1.560 5.052 -1.317
C -1.025 3.828 -0.891
N -1.781 3.019 -0.166
C -3.036 3.319 0.113
C -3.586 4.579 -0.133
H -0.962 5.795 -1.851
H 0.039 3.594 -1.008
H -3.599 2.554 0.609
H -4.580 4.800 0.257
O -0.744 -1.621 0.088
C -0.868 -2.893 0.065
C 0.271 -3.808 -0.234
C 0.744 -4.570 0.960
C -0.069 -5.748 1.390
C -1.503 -5.354 1.722
C -2.364 -4.801 0.592
N -2.110 -3.399 0.301
H 1.047 -3.107 -0.550
H 0.009 -4.484 -1.087
H 0.848 -3.907 1.853
H 1.787 -4.788 0.856
H 0.357 -6.196 2.244
H -0.034 -6.516 0.596
H -1.496 -4.598 2.510
H -2.049 -6.255 2.124
H -3.444 -4.831 0.969
H -2.313 -5.360 -0.349
H -2.642 -2.744 0.882
S 3.426 -0.968 1.341
P 2.937 0.981 1.578
S 1.057 1.465 1.215
C 3.450 1.277 3.311
C 2.542 0.826 4.266
C 2.904 0.769 5.626
C 4.200 1.179 5.951
C 5.113 1.710 5.023
C 4.739 1.780 3.696
C 3.972 2.031 0.567
C 4.018 3.377 0.942
C 4.831 4.249 0.236
C 5.538 3.783 -0.874
C 5.465 2.422 -1.266
C 4.688 1.525 -0.507
H 1.583 0.402 3.892
H 2.278 0.352 6.418
H 4.460 1.093 7.028
H 6.149 1.955 5.375
H 5.429 2.132 2.985
H 3.434 3.701 1.780
H 4.869 5.321 0.566
H 6.203 4.474 -1.438
H 5.952 2.034 -2.125
H 4.641 0.425 -0.712
*
```

Atom charges from the Löwdin analysis, given in e for atoms 1 to 99:
1. Fe 0.876
2. Cl 0.727
3. C -0.721
4. C -0.121
5. C -0.608
6. Cl 0.747
7. C -0.303
8. O -0.231
9. C -0.122
10. C -0.161
11. O -0.074
12. C -0.037
13. H 0.113
14. H 0.151
15. H 0.114
16. Te 0.889
17. C -1.061
18. C -0.283
19. C -0.190
20. C -0.412
21. S 0.900
22. H 0.076
23. H 0.094
24. H 0.077
25. C -0.076
26. C -0.198
27. N -0.059
28. C -0.231
29. C -0.074
30. C -0.376
31. O 0.039
32. C -0.087
33. C 0.028
34. C -0.004
35. C -0.105
36. N -0.036
37. C -0.008
38. H 0.073
39. H 0.093
40. H 0.060
41. H 0.104
42. H 0.139
43. H 0.118
44. H 0.107
45. H 0.061
46. H 0.078
47. H 0.091
48. H 0.141
49. H 0.109
50. H 0.121
51. H 0.128
52. Br 0.775
53. C -0.724
54. C -0.122
55. C -0.137
56. N 0.052
57. C -0.155
58. C -0.085
59. H 0.099
60. H 0.102
61. H 0.045
62. H 0.109
63. O -0.069
64. C -0.384
65. C -0.095
66. C -0.207
67. C -0.207
68. C -0.182
69. C -0.179
70. N 0.073
71. H 0.115
72. H 0.151
73. H 0.146
74. H 0.113
75. H 0.099
76. H 0.125
77. H 0.120
78. H 0.128
79. H 0.144
80. H 0.124
81. H 0.143
82. S 0.063
83. P -0.056
84. S 0.117
85. C -0.382
86. C -0.131
87. C -0.085
88. C -0.115
89. C -0.097
90. C -0.076
91. C -0.434
92. C -0.124
93. C -0.099
94. C -0.095
95. C -0.086
96. C -0.109
97. H 0.074
98. H 0.082
99. H 0.101

---

CCl2F3N | the ωB97M-V functional and the def2-TZVPD basis

ORCA input file:
```
! RIJCOSX wB97M-V def2-TZVPD def2/J DEFGRID3
* xyz 0 1
C -0.612 0.825 -0.447
N 0.981 -1.122 0.091
F 0.374 1.472 -1.108
F 1.566 -0.467 1.144
F 0.336 -2.111 0.678
Cl -0.943 1.583 1.016
Cl -1.702 -0.180 -1.375
*
```

And the Löwdin charges, in e, turn out to be:
1. C -1.237
2. N 0.043
3. F -0.067
4. F -0.065
5. F -0.017
6. Cl 0.711
7. Cl 0.631

---

C2H8NO4PS2 | the ωB97M-V functional and the def2-TZVPD basis

ORCA input file:
```
! RIJCOSX wB97M-V def2-TZVPD def2/J DEFGRID3
* xyz 0 1
C -2.547 1.710 0.440
C -1.022 1.851 0.648
N 0.576 -2.375 -0.631
O -0.774 -0.777 1.103
O -0.350 -0.008 -1.242
O 3.075 -2.346 0.282
O 2.407 -1.026 -1.733
P 1.839 -1.535 -0.311
S 1.668 0.412 0.685
S -0.297 0.197 0.206
H -2.745 1.669 -0.607
H -2.862 0.686 0.691
H -3.156 2.498 0.874
H -0.672 1.673 1.697
H -0.720 2.856 0.204
H -0.139 -2.360 0.054
H 4.026 -2.032 0.015
H 1.693 -1.095 -2.376
*
```

And the Löwdin charges, in e, turn out to be:
1. C -0.129
2. C -0.290
3. N -0.131
4. O -0.368
5. O -0.398
6. O -0.198
7. O -0.214
8. P 0.256
9. S 0.563
10. S 0.301
11. H 0.062
12. H 0.075
13. H 0.080
14. H 0.077
15. H 0.131
16. H -0.034
17. H 0.146
18. H 0.072

---

C19H23N3OS | the ωB97M-V functional and the def2-TZVPD basis

ORCA input file:
```
! RIJCOSX wB97M-V def2-TZVPD def2/J DEFGRID3
* xyz 0 1
O -3.352 -4.488 -1.112
C -2.602 -3.656 -1.257
N -2.609 -2.811 -0.121
C -1.732 -1.593 0.057
N -0.660 -1.112 -0.788
C -0.241 0.165 -0.172
C -0.747 0.652 1.015
S -1.888 -0.743 1.683
C -0.174 1.575 1.930
N 0.506 2.463 0.908
C 1.033 3.741 1.468
C 1.992 3.507 2.688
C 1.519 3.094 4.072
C 2.396 3.014 5.067
C 3.919 2.753 4.775
C 4.160 3.115 3.544
C 3.256 3.277 2.515
C 1.395 1.730 0.393
C 0.852 0.815 -0.662
C -1.582 -3.191 -2.432
C -1.679 -4.492 -3.182
C -2.177 -3.976 -4.593
C -2.077 -2.368 -4.471
C -2.447 -2.024 -3.319
H -3.184 -2.923 0.662
H -1.125 2.103 2.359
H 0.478 1.201 2.736
H 0.113 4.345 2.034
H 1.403 4.345 0.788
H 0.454 3.265 4.394
H 2.241 2.851 5.902
H 4.495 2.472 5.481
H 5.388 2.638 3.369
H 3.583 3.561 1.462
H 2.226 2.381 -0.298
H 2.087 1.263 0.850
H 1.658 0.140 -1.433
H 0.239 1.451 -1.545
H -0.659 -2.838 -2.022
H -1.921 -5.444 -2.881
H -0.665 -4.484 -3.480
H -1.702 -4.540 -5.634
H -3.221 -4.233 -4.793
H -2.568 -1.875 -5.426
H -0.896 -2.195 -4.715
H -2.110 -0.895 -2.791
H -3.372 -2.036 -3.024
*
```

And the Löwdin charges, in e, turn out to be:
1. O 0.160
2. C -0.472
3. N 0.092
4. C -0.424
5. N 0.077
6. C -0.399
7. C -0.387
8. S 0.950
9. C -0.182
10. N -0.126
11. C -0.068
12. C -0.186
13. C -0.037
14. C -0.005
15. C -0.014
16. C -0.141
17. C -0.127
18. C -0.370
19. C -0.165
20. C -0.128
21. C -0.159
22. C -0.145
23. C -0.325
24. C -0.218
25. H 0.087
26. H 0.158
27. H 0.129
28. H 0.174
29. H 0.056
30. H 0.125
31. H -0.033
32. H 0.030
33. H 0.185
34. H 0.140
35. H 0.196
36. H 0.063
37. H 0.207
38. H 0.185
39. H 0.098
40. H 0.092
41. H 0.090
42. H 0.161
43. H 0.078
44. H 0.153
45. H 0.171
46. H 0.191
47. H 0.060

---

E_tot per entry: -2099.117002; -3397.431266; -1705.498161; -793.084640; -8785.695034; -1312.611075; -1574.439202; -1374.929014 Eh